The molecule C25H32N2O4S. Source: the OMol25 dataset; level of theory: the ωB97M-V functional and the def2-TZVPD basis.

Last column: Mulliken charge in e.
CARTESIAN COORDINATES (ANGSTROEM)
1 N 1.263 -1.861 -0.803  -0.0376
2 H 1.031 -3.358 1.840  0.1815
3 H 1.095 -3.504 -1.999  0.7058
4 H 4.875 2.712 -0.659  0.2933
5 H -0.339 2.166 -2.933  0.4898
6 H -3.362 1.449 -0.949  0.3360
7 O 0.242 -1.411 -2.777  -0.7521
8 C 0.897 -4.263 1.245  -0.5492
9 H -0.421 0.315 1.283  0.5678
10 H -2.685 3.818 1.421  0.4132
11 H 0.042 4.099 1.510  0.4109
12 C -0.083 3.808 -0.658  0.3426
13 H 1.368 -1.515 0.140  0.1876
14 H -5.128 -1.803 -1.297  0.4320
15 C -5.516 -1.885 0.867  -0.4629
16 C -1.757 0.010 -0.903  0.4106
17 H 2.141 -5.817 0.427  0.3006
18 C 1.245 0.766 0.009  -1.2069
19 H 0.449 4.604 -1.176  0.5291
20 H -0.187 -4.854 -0.524  0.3699
21 C -5.091 -1.223 1.970  -0.5699
22 C 5.300 1.958 0.011  -0.7582
23 C -1.327 3.355 -1.444  0.1524
24 H -0.932 5.313 0.653  0.3059
25 O 4.565 1.855 1.206  -0.4815
26 H -0.662 -3.254 0.068  0.1404
27 H -2.059 1.824 -2.767  0.6351
28 H 3.122 -4.433 -1.209  0.3469
29 C 0.633 -1.067 -1.683  -0.1699
30 H 5.358 0.998 -0.511  0.2943
31 C 2.598 1.365 2.367  -0.6441
32 C 0.175 -3.937 -0.059  -0.6676
33 H 3.246 -3.062 -0.112  0.2347
34 H 3.072 1.238 -0.987  0.4871
35 H 6.302 2.266 0.308  0.2533
36 C 2.249 -4.784 0.761  -0.6381
37 O -2.404 3.295 -0.519  -0.5309
38 C 0.600 0.655 1.234  0.4859
39 C -3.225 0.376 -1.086  -0.3845
40 O -1.426 -1.008 -0.322  -0.4593
41 C 2.600 -3.882 -0.429  -0.8244
42 C -4.920 -1.401 -0.321  -0.6820
43 C -0.651 4.260 0.688  -0.9120
44 C 2.582 1.164 -0.028  0.5341
45 S -3.952 0.007 1.581  -0.0787
46 H 1.111 0.947 -2.106  0.7490
47 H 3.139 1.608 3.267  0.4750
48 C 1.265 -3.305 -0.940  -0.3081
49 C -1.898 3.389 0.800  0.1095
50 N -0.827 0.871 -1.387  0.4897
51 C 0.569 0.442 -1.298  -0.1968
52 H -6.227 -2.692 0.892  0.3958
53 H 0.771 0.882 3.351  0.5024
54 C -1.143 2.021 -2.206  -1.5596
55 H -5.369 -1.376 2.993  0.4476
56 H 0.361 -4.993 1.849  0.4416
57 C -4.057 -0.375 -0.106  0.0041
58 H 0.595 2.971 -0.508  -0.5520
59 H 3.012 -4.757 1.537  0.3728
60 H -1.607 4.103 -2.199  0.4325
61 C 3.265 1.461 1.143  0.3117
62 C 1.280 0.962 2.403  -1.3371
63 H -3.519 0.096 -2.102  0.4204
64 H -1.643 2.392 1.182  -0.2295

Summary:
Charge: 0
Molecular weight (g mol⁻¹): 456.6
Gap between HOMO and LUMO (eV): 9.15
ΔE to the lowest compared entry with this formula, charge and spin (kcal/mol): 2.6
LUMO (eV): 0.590
Structure (SMILES): COc1cccc([C@@H](C(=O)NC2CCCC2)N(C[C@@H]2CCCO2)C(=O)Cc2cccs2)c1